(1)
A single C26H24N2O molecule in a non-equilibrium geometry. Source: the OMol25 dataset; level of theory: ωB97M-V with the def2-TZVPD basis set.

Last column: Mulliken charge in e.
Element x y z (Å)
C -2.733 -1.732 0.685  -0.65
C -1.697 -0.792 0.709  -0.86
C -0.403 -1.153 0.309  -0.48
C -0.111 -2.488 -0.009  -0.65
C 1.350 -2.920 -0.184  4.07
C 2.257 -1.780 0.496  -0.59
O 3.160 -1.308 -0.202  -0.57
C 2.023 -1.096 1.826  -0.11
C 1.172 -1.601 2.817  0.09
C 0.790 -0.814 3.906  -0.84
C 1.263 0.497 4.027  -0.35
C 2.124 1.020 3.052  -0.60
C 2.508 0.225 1.971  -0.75
C 1.635 -2.640 -1.597  -0.43
N 1.904 -2.468 -2.730  -0.83
C -1.198 -3.341 -0.280  -0.06
C -2.485 -2.994 0.128  -0.81
H -3.734 -1.456 1.028  0.38
H -1.848 0.232 1.060  0.42
H 0.388 -0.388 0.236  0.72
H 0.783 -2.610 2.676  0.33
H 0.097 -1.225 4.645  0.41
H 0.953 1.106 4.877  0.39
H 2.472 2.054 3.128  0.38
H 3.148 0.649 1.197  0.40
H -1.052 -4.239 -0.895  0.33
H -3.289 -3.723 0.000  0.43
C 4.839 -6.175 -0.724  -0.59
C 5.324 -5.070 0.227  -0.71
C 4.098 -4.213 0.575  -0.14
N 3.010 -4.744 -0.201  0.44
C 1.653 -4.366 0.049  -0.23
C 0.767 -5.372 -0.730  -0.71
C 0.192 -6.441 -0.010  0.20
C -0.633 -7.360 -0.644  -0.94
C -0.879 -7.277 -2.021  -0.50
C -0.252 -6.269 -2.752  -0.83
C 0.583 -5.344 -2.126  0.49
C 3.335 -5.935 -0.921  -0.33
H 5.333 -6.106 -1.698  0.29
H 5.002 -7.180 -0.326  0.32
H 5.775 -5.483 1.133  0.34
H 6.068 -4.451 -0.284  0.29
H 3.892 -4.186 1.667  0.22
H 4.291 -3.177 0.255  0.08
H 1.455 -4.605 1.107  0.30
H 0.393 -6.523 1.067  0.38
H -1.108 -8.157 -0.066  0.41
H -1.524 -7.999 -2.529  0.40
H -0.420 -6.171 -3.824  0.40
H 1.075 -4.604 -2.753  0.25
H 3.124 -5.781 -1.991  0.19
H 2.751 -6.834 -0.632  0.21

Its SMILES is N#C[C@@](C(=O)c1ccccc1)(c1ccccc1)[C@@H](c1ccccc1)N1CCCC1. The net charge is 0. The calculation puts the HOMO-LUMO gap at 7.78 eV. Its energy relative to the best compared isomer or geometry (same formula, charge and spin) is 0.00 kJ/mol.

(2)
2 unconnected molecules or ions with the total composition CH3N4 in a non-equilibrium geometry. Source: the OMol25 dataset; level of theory: ωB97M-V with the def2-TZVPD basis set.

Last column: Mulliken charge in e.
Element x y z (Å)
C 1.308 -0.004 -0.131  0.40
N -2.818 0.352 -0.312  0.09
N -3.594 0.469 0.478  -0.10
N 2.306 0.413 0.330  -0.07
N 0.212 -0.533 -0.419  -0.30
H 3.246 0.564 0.691  0.37
H -0.111 -1.099 0.275  0.28
H -0.549 -0.161 -0.913  0.33

The net charge is +1. The calculation puts the HOMO-LUMO gap at 12.70 eV. Its energy relative to the best compared isomer or geometry (same formula, charge and spin) is 29.49 kJ/mol.

(3)
A single C2H4F2OS molecule in a non-equilibrium geometry. Source: the OMol25 dataset; level of theory: ωB97M-V with the def2-TZVPD basis set.

Last column: Mulliken charge in e.
Element x y z (Å)
C -0.187 -1.199 0.859  -1.23
C -0.335 0.030 0.003  0.83
O 1.047 2.118 -0.973  -0.46
F -1.316 -0.331 -1.057  -0.32
F -0.916 1.055 0.619  -0.24
S 1.262 0.518 -0.718  0.06
H 0.257 -0.930 1.812  0.34
H -1.166 -1.644 1.024  0.32
H 0.448 -1.915 0.344  0.36
H 0.905 2.298 -1.912  0.35

Its SMILES is CC(F)(F)SO. The net charge is 0. The calculation puts the HOMO-LUMO gap at 10.07 eV. Its energy relative to the best compared isomer or geometry (same formula, charge and spin) is 0.00 kJ/mol.

(4)
A molecular structure, C24H64N5O9Zn in a non-equilibrium geometry. Source: the OMol25 dataset; level of theory: ωB97M-V with the def2-TZVPD basis set.

Last column: Mulliken charge in e.
Element x y z (Å)
Zn 0.020 0.499 2.791  0.05
O -0.087 -0.092 -0.891  1.20
C 0.095 0.060 0.410  0.96
O 0.176 1.232 0.918  -1.24
O -0.010 -0.905 1.220  -0.82
H -0.225 -1.066 -0.985  -0.39
C -4.733 0.717 -3.304  -1.24
C -4.660 -0.587 -2.531  0.23
C -3.453 -0.580 -1.596  -0.12
O -5.883 -0.734 -1.795  -0.59
H -3.903 0.781 -4.023  0.33
H -4.650 1.629 -2.709  0.25
H -5.603 0.815 -3.956  0.39
H -4.614 -1.465 -3.175  0.24
H -3.586 0.116 -0.763  0.09
H -2.612 -0.212 -2.188  -0.17
H -3.289 -1.578 -1.190  0.25
H -6.096 0.106 -1.378  0.36
C -1.950 3.158 -1.218  -1.09
C -0.930 4.226 -0.763  0.49
C -1.207 4.688 0.654  -0.78
O -2.577 4.921 0.881  -0.31
C -2.864 5.451 2.146  -0.72
N 0.453 3.734 -0.791  -0.65
H -1.908 2.241 -0.623  -0.23
H -1.764 2.872 -2.256  0.50
H -2.968 3.555 -1.185  0.52
H -1.055 5.012 -1.511  0.42
H -0.648 5.609 0.868  0.49
H -0.805 3.920 1.336  0.02
H -3.939 5.628 2.198  0.25
H -2.378 6.428 2.251  0.33
H -2.615 4.789 2.984  0.24
H 0.629 3.457 -1.762  0.38
H 0.395 2.809 -0.362  0.17
C -1.542 -2.328 -4.289  -1.79
C -0.154 -1.877 -3.824  2.01
C 0.440 -2.775 -2.760  -0.79
O -0.454 -2.889 -1.659  -0.39
C 0.125 -3.653 -0.615  -0.99
N 0.784 -1.840 -4.979  -0.70
H -2.225 -2.433 -3.449  0.21
H -1.422 -3.302 -4.775  0.52
H -1.916 -1.660 -5.064  0.50
H -0.218 -0.859 -3.428  -0.86
H 1.367 -2.287 -2.428  0.09
H 0.720 -3.742 -3.188  0.48
H -0.546 -3.612 0.242  0.25
H 1.105 -3.254 -0.340  0.40
H 0.218 -4.708 -0.890  0.42
H 0.986 -0.868 -5.179  0.27
H 0.298 -2.196 -5.794  0.31
C 1.859 -3.363 2.607  -1.26
C 2.489 -3.604 3.974  0.22
C 4.006 -3.798 3.938  -0.99
O 4.546 -2.713 3.223  -0.22
C 5.960 -2.709 3.298  -0.86
N 2.080 -2.516 4.899  -0.72
H 0.780 -3.357 2.786  0.25
H 2.083 -4.198 1.947  0.54
H 2.155 -2.406 2.185  0.19
H 2.080 -4.518 4.415  0.40
H 4.216 -4.778 3.490  0.49
H 4.403 -3.867 4.959  0.47
H 6.280 -2.597 4.340  0.34
H 6.369 -1.876 2.730  0.24
H 6.414 -3.622 2.902  0.33
H 2.746 -1.754 4.737  0.26
H 2.327 -2.789 5.849  0.27
C 3.188 0.419 -2.891  -1.31
C 2.672 1.857 -2.853  0.87
C 3.225 2.752 -3.959  -0.81
O 4.618 2.910 -3.841  -0.39
C 5.028 3.858 -2.888  -0.67
N 1.196 1.869 -2.928  -0.30
H 3.091 -0.040 -3.879  0.25
H 2.753 -0.206 -2.114  0.13
H 4.277 0.424 -2.745  0.49
H 2.946 2.263 -1.875  0.11
H 2.734 3.730 -3.971  0.39
H 3.057 2.257 -4.920  0.34
H 4.441 4.785 -2.950  0.31
H 6.056 4.163 -3.068  0.27
H 4.891 3.464 -1.876  0.26
H 0.914 1.562 -3.857  0.33
H 0.783 1.194 -2.290  -0.32
C -1.973 -2.435 4.997  -1.51
C -1.575 -1.453 3.892  1.02
C -2.554 -0.313 3.736  -0.76
O -2.025 0.678 2.855  0.03
C -2.991 1.622 2.373  -0.43
N -0.265 -0.837 4.277  -0.08
H -1.949 -1.964 5.982  0.40
H -1.279 -3.273 5.004  0.39
H -2.981 -2.825 4.846  0.41
H -1.433 -2.022 2.974  -0.13
H -2.716 0.152 4.723  0.38
H -3.569 -0.588 3.440  0.48
H -2.513 2.309 1.678  -0.16
H -3.496 2.165 3.171  0.37
H -3.713 1.057 1.776  0.34
H -0.425 -0.463 5.213  0.39
H 0.477 -1.556 4.408  0.21

The net charge is +1. The calculation puts the HOMO-LUMO gap at 6.99 eV. Its energy relative to the best compared isomer or geometry (same formula, charge and spin) is 0.00 kJ/mol.

(5)
2 unconnected molecules or ions with the total composition H2NO3PS in a non-equilibrium geometry. Source: the OMol25 dataset; level of theory: ωB97M-V with the def2-TZVPD basis set.

Last column: Mulliken charge in e.
Element x y z (Å)
N -1.368 0.747 -0.681  -0.76
O 1.004 -1.357 0.803  -0.62
O 1.790 1.027 0.247  -0.67
O 1.777 -0.745 -1.630  -0.69
P 1.408 -0.358 -0.212  0.82
S -2.288 0.013 0.317  -0.42
H -0.379 0.295 -0.500  0.34
H -1.945 0.378 1.655  0.01

The net charge is -2. The calculation puts the HOMO-LUMO gap at 4.98 eV. Its energy relative to the best compared isomer or geometry (same formula, charge and spin) is 212.90 kJ/mol.

(6)
A gas-phase ion, C9H17N5 (charge +2) in a non-equilibrium geometry. Source: the OMol25 dataset; level of theory: ωB97M-V with the def2-TZVPD basis set.

Last column: Mulliken charge in e.
Element x y z (Å)
C -2.905 -2.115 0.698  0.01
C 1.216 0.280 -0.446  -0.34
C -3.312 -0.772 0.107  -0.69
C -2.099 -0.184 -0.773  -0.86
C 3.119 2.390 -0.282  -0.30
C 3.075 1.788 1.084  -0.36
C 0.562 2.153 0.174  -0.96
C -0.042 1.058 -0.509  0.64
C -0.463 -2.598 0.633  -0.04
N -1.712 -2.492 0.744  -0.08
N 0.267 -3.024 -0.437  -0.39
N -1.151 0.349 0.173  -0.29
N 1.528 -0.869 -0.681  -0.50
N 1.985 1.542 0.029  0.41
H -3.780 -2.742 0.957  0.40
H -4.257 -0.952 -0.457  0.41
H -3.572 -0.163 1.004  0.32
H -1.708 -0.930 -1.518  0.27
H -2.390 0.696 -1.328  0.69
H 2.807 3.435 -0.535  0.24
H 3.860 2.045 -0.920  0.29
H 3.668 0.876 1.293  0.26
H 2.691 2.269 1.919  0.29
H 0.440 3.094 -0.339  0.32
H 0.300 2.178 1.358  0.34
H -0.290 1.083 -1.688  0.34
H 0.185 -2.477 1.582  0.29
H -0.284 -3.138 -1.265  0.29
H -1.638 1.023 0.774  0.30
H 1.455 -2.649 -0.695  0.42
H 2.444 -1.154 -0.657  0.29

Its SMILES is [H]/N=C1/[C@@H](NCC/C=N\C=[NH2+])C[N+]12CC2. The net charge is +2. The calculation puts the HOMO-LUMO gap at 9.66 eV. Its energy relative to the best compared isomer or geometry (same formula, charge and spin) is 477.15 kJ/mol.

(7)
2 unconnected molecules or ions with the total composition C3H12N4 in a non-equilibrium geometry. Source: the OMol25 dataset; level of theory: ωB97M-V with the def2-TZVPD basis set.

Last column: Mulliken charge in e.
Element x y z (Å)
C -1.305 0.179 -0.439  0.30
C 1.078 1.383 1.514  -0.92
C 1.789 -1.582 -0.491  -0.86
N 0.480 -1.256 -0.016  -0.83
N -0.166 -0.401 -0.796  0.29
N -1.932 1.095 -1.298  -0.53
N -2.015 -0.305 0.660  -0.52
H 0.336 0.033 -1.582  0.26
H 0.052 1.636 1.135  0.14
H -2.887 -0.774 0.439  0.21
H -1.399 -0.917 1.186  0.36
H -1.780 0.935 -2.292  0.22
H -2.919 1.186 -1.101  0.25
H 1.794 -2.540 -1.030  0.27
H 1.094 0.307 1.641  0.20
H 1.298 1.840 2.477  0.35
H 1.824 1.681 0.787  0.22
H 2.205 -0.816 -1.161  0.31
H 2.454 -1.686 0.367  0.26

The net charge is 0. The calculation puts the HOMO-LUMO gap (alpha / beta) at 6.84 / 6.84 eV. Its energy relative to the best compared isomer or geometry (same formula, charge and spin) is 259.15 kJ/mol.

(8)
A single C5H12O2 molecule. Source: the OMol25 dataset; level of theory: ωB97M-V with the def2-TZVPD basis set.

Last column: Mulliken charge in e.
Element x y z (Å)
C 2.337 0.411 1.140  -1.24
C 0.966 0.764 0.561  -0.44
C 0.214 -0.488 0.109  0.09
O 0.225 -1.421 1.173  -0.56
C -1.245 -0.201 -0.278  0.29
C -1.405 0.593 -1.570  -1.34
O -1.844 -1.494 -0.427  -0.59
H 2.228 -0.347 1.922  0.30
H 3.006 0.013 0.367  0.30
H 2.818 1.292 1.577  0.38
H 0.363 1.268 1.331  0.31
H 1.075 1.462 -0.285  0.28
H 0.702 -0.912 -0.793  0.20
H -0.468 -2.053 0.929  0.35
H -1.718 0.351 0.552  0.27
H -0.980 0.040 -2.416  0.31
H -2.469 0.763 -1.786  0.38
H -0.930 1.581 -1.523  0.36
H -2.801 -1.380 -0.474  0.33

Its SMILES is CC[C@@H](O)[C@@H](C)O. The net charge is 0. The calculation puts the HOMO-LUMO gap at 10.84 eV. Its energy relative to the best compared isomer or geometry (same formula, charge and spin) is 52.24 kJ/mol.